# 1
120
Properties=species:S:1:pos:R:3:forces:R:3:mulliken_charge:R:1 method="wB97M-V/def2-TZVPD" total_charge=0 gap_ev=8.4 energy_ha=-2989.334203 smiles="CC(C)CCc1c(P(=N)(O)O)cc2nc(CCCI)c(CB(O)O)nc2c1OC[C@H](C)C(C)C.COCCNCCOC.COCCNCCOC" mol_weight_g_mol=871.6
I -1.169690 2.449542 -5.325370 0.097 -0.100 0.182 -0.032
P 4.049672 0.198666 2.534230 0.103 -1.000 -1.031 0.916
O 2.625643 -4.967810 2.378658 -0.116 -0.125 0.004 -0.373
O -1.048866 -1.068458 2.151489 0.075 -0.235 -0.452 -0.578
O -3.698232 0.728395 -2.102643 0.485 -0.036 0.337 -0.563
O -4.734994 0.624782 0.051916 0.344 -0.798 -0.256 -0.635
O -0.069444 9.869242 -7.432137 0.122 -0.136 -0.055 -0.337
O 4.179361 0.083681 4.114528 -0.084 0.229 0.169 -0.546
O 4.782250 1.594200 2.297235 -0.220 0.373 0.237 -0.582
O 2.812841 -9.512066 1.784239 0.191 0.014 0.006 -0.336
O -1.871834 6.883044 -4.449839 0.016 0.100 -0.045 -0.284
N -1.527496 1.182263 0.668224 0.338 0.125 -0.080 -0.186
N -1.524811 7.252490 -7.582799 -0.070 0.109 0.132 -0.316
N 0.622536 2.878886 -0.052017 -0.552 -0.582 0.327 -0.580
N 4.752169 -0.966960 1.776150 -0.434 0.227 0.185 -0.850
N 3.597947 -7.558284 3.919126 -0.170 0.040 -0.072 -0.299
C -3.229729 -3.544049 0.513661 -0.718 0.199 0.506 0.377
C -1.061063 8.043603 -4.446703 0.055 -0.148 0.124 -0.701
C 0.790010 1.776669 0.744261 0.721 0.209 -0.018 0.463
C 2.744383 -9.744674 3.185338 -0.267 -0.075 0.080 -0.828
C 0.502012 -1.892132 4.470525 0.363 0.003 0.376 -0.271
C -0.998615 9.495157 -8.441850 -0.220 0.193 -0.021 -0.804
C 2.072877 1.495110 1.244799 0.085 0.034 -0.043 -0.120
C -3.122404 2.561304 -0.431755 -0.216 0.233 0.337 -0.906
C -1.703962 2.263779 -0.050562 0.035 -0.516 0.060 0.606
C -2.067224 8.566979 -7.902274 0.161 -0.147 0.138 -0.175
C -4.506521 -3.577891 1.375630 0.303 -0.282 -0.603 -1.693
C 2.261178 -5.372874 3.686380 0.049 0.184 0.175 0.548
C -1.152155 -2.004692 1.040662 0.239 0.332 0.300 -0.659
C 0.323509 -0.784999 5.517745 -0.105 0.065 0.175 0.621
C -3.443532 -2.646554 -0.691885 0.683 -0.152 -0.314 -1.877
C 0.006764 -0.217522 1.906300 -0.333 -0.093 0.047 -0.201
C 2.305745 0.417423 2.052929 0.102 0.336 0.632 0.964
C 2.411617 -5.950748 1.379967 0.001 0.262 -0.056 -0.689
C -0.449104 0.441694 5.033115 0.480 0.237 -0.373 -1.511
C -2.885913 6.847388 -5.439616 -0.212 -0.140 0.012 -0.541
C 1.646140 -0.351484 6.169449 -0.653 0.047 0.311 -1.505
C -0.590389 2.692276 -3.256450 -0.418 0.430 -0.469 -1.098
C 4.110685 -9.613914 1.231390 -0.115 0.023 -0.045 -0.707
C 1.216593 9.298619 -7.573149 -0.054 0.078 0.083 -0.699
C -2.419645 6.385825 -6.817755 0.206 -0.018 -0.093 -0.619
C -1.084514 -4.433997 1.468798 0.093 0.401 0.133 -1.770
C 3.318482 -6.208593 4.403562 0.176 -0.107 0.005 -1.377
C -0.604060 3.105015 -0.432003 0.215 0.769 -0.301 0.491
C -0.249581 0.924245 1.092169 -0.669 -0.180 -0.030 -0.403
C -1.171498 4.012036 -2.763072 0.572 0.027 -0.247 -0.187
C 1.246568 -0.478327 2.431242 0.837 0.410 -0.022 -0.083
C 1.530034 -1.651131 3.343104 -1.308 -0.390 -0.097 -0.564
C -2.010845 -3.209900 1.413458 0.200 -0.601 -0.243 0.716
C -0.836390 4.331936 -1.286680 -0.515 -0.786 0.032 -1.555
C 2.459934 -8.468698 3.950783 0.164 0.143 -0.126 -0.103
B -3.879192 1.231154 -0.840270 -0.047 0.356 0.029 0.708
H -1.698459 4.841811 -0.858939 0.154 0.437 0.025 0.369
H 1.536823 -6.561064 1.617898 0.041 -0.106 -0.066 0.302
H -2.851301 8.452665 -8.656804 -0.024 -0.002 0.011 0.367
H 4.542079 -0.796073 4.279300 0.115 -0.017 0.176 0.351
H -1.002195 1.830167 -2.744974 0.122 -0.145 0.019 0.405
H 0.868739 -2.760951 5.025542 0.055 -0.082 -0.016 0.560
H -1.620619 8.933845 -4.743360 0.008 0.006 -0.070 0.351
H -1.901116 5.435724 -6.679013 -0.036 -0.068 -0.006 0.246
H 1.273731 -5.851675 3.680315 0.045 -0.110 -0.090 0.302
H -0.275161 -1.227531 6.318402 -0.086 -0.200 -0.063 0.583
H -3.302843 6.179237 -7.431009 -0.041 0.038 0.035 0.409
H 2.144239 -4.448864 4.258987 0.031 0.010 -0.022 -0.174
H 4.085765 -1.436108 1.172791 0.206 -0.234 -0.044 0.319
H 3.654977 -10.228305 3.550600 0.068 0.079 -0.027 0.408
H -0.695163 8.187688 -3.429423 -0.042 -0.020 0.013 0.300
H -2.510807 9.057368 -7.025612 -0.081 0.093 -0.069 0.163
H 1.224901 8.233426 -7.317764 0.040 -0.030 -0.091 0.286
H -3.418588 7.805511 -5.473266 0.113 0.074 -0.029 0.357
H 4.003928 -9.633118 0.148014 -0.041 0.009 0.006 0.234
H 1.517160 -2.557653 2.728329 0.172 -0.049 -0.051 -0.116
H -4.305274 0.441897 0.894550 -0.152 0.389 0.227 0.298
H -1.474644 -1.440338 0.166484 -0.210 -0.073 -0.017 0.389
H 4.258955 -5.654538 4.354646 -0.021 0.044 0.043 0.429
H -0.189233 7.924571 -5.095637 -0.021 0.123 -0.071 0.210
H 4.606356 -10.535601 1.548816 0.038 0.012 0.018 0.341
H -2.563282 -2.686076 -1.342010 0.002 0.107 -0.039 0.521
H -1.602964 -5.329775 1.805050 -0.032 -0.048 0.073 0.530
H -4.440921 -4.404751 2.081224 -0.053 0.109 0.261 0.404
H 2.508719 -1.612865 3.796493 0.246 0.250 -0.123 0.301
H 2.367844 -1.164879 6.204311 0.192 0.034 -0.108 0.274
H 1.911509 -10.433886 3.350334 0.024 -0.022 0.005 0.398
H 0.224888 1.074437 4.450406 -0.043 0.078 -0.076 0.309
H 2.238057 -8.721842 4.991867 -0.018 0.016 0.010 0.390
H -0.467255 -2.185297 4.082103 -0.072 0.098 -0.167 -0.390
H -0.744835 4.805456 -3.373239 -0.122 0.114 -0.060 0.381
H -3.595556 -1.612620 -0.396136 -0.202 0.130 0.060 0.255
H 1.597885 9.424856 -8.590380 0.011 -0.041 -0.014 0.337
H 0.491985 2.700344 -3.279943 0.097 -0.186 0.202 0.531
H -0.667476 7.368721 -7.060074 0.034 0.001 -0.014 0.080
H -0.792893 1.062513 5.858451 -0.116 -0.096 0.147 0.557
H 1.558187 -8.021110 3.512172 -0.094 -0.085 0.062 0.126
H 5.094059 1.623934 1.386537 0.203 -0.008 -0.040 0.363
H -1.484335 10.414846 -8.779768 0.021 -0.003 -0.025 0.393
H 1.882319 9.819051 -6.886387 -0.035 0.019 0.015 0.235
H -3.609581 6.108114 -5.086156 0.021 -0.012 0.013 0.358
H -0.489413 9.051162 -9.302151 0.044 -0.085 0.054 0.406
H 2.871498 2.172036 0.987638 -0.015 0.137 -0.053 0.522
H -0.660000 -4.626559 0.482400 0.021 -0.072 -0.059 0.425
H 3.045110 -6.275781 5.461957 -0.055 0.005 -0.005 0.446
H 2.233990 -5.431871 0.437365 -0.023 0.029 0.026 0.360
H -5.357595 -3.772872 0.723122 -0.187 0.074 0.124 0.476
H -0.133796 -2.348175 0.842814 0.062 -0.030 -0.150 0.388
H -4.278445 -2.987766 -1.299142 -0.220 0.023 0.103 0.549
H 3.288619 -6.587495 1.243438 -0.065 -0.113 0.022 0.206
H -3.213991 3.342484 -1.177515 0.084 -0.011 -0.208 0.297
H -1.281929 0.196294 4.377584 -0.190 -0.123 0.139 0.096
H -3.599684 2.946269 0.474651 -0.064 0.097 -0.004 0.033
H 2.048579 0.535655 5.689126 0.344 -0.140 -0.203 0.322
H -2.369671 -3.065181 2.432517 -0.073 0.306 0.030 0.283
H -4.652779 -2.635969 1.899143 -0.081 0.055 0.092 0.310
H -3.110404 -4.563639 0.144982 0.197 -0.045 -0.124 0.421
H 4.740661 -8.758619 1.498556 0.076 -0.057 0.040 0.294
H -3.650443 -0.234255 -2.060851 -0.524 -0.060 -0.299 0.329
H -2.235535 4.030166 -2.980826 -0.161 -0.032 0.220 0.357
H 0.055377 4.943724 -1.221679 0.032 0.121 0.060 0.454
H 1.435715 -0.070779 7.202138 0.110 0.074 0.082 0.451
H -0.263685 -4.195798 2.147724 0.128 -0.301 0.064 0.162
H 3.941972 -7.493944 2.971047 0.027 -0.027 -0.010 0.103

# 2
127
Properties=species:S:1:pos:R:3:forces:R:3:mulliken_charge:R:1 method="wB97M-V/def2-TZVPD" total_charge=0 gap_ev=8.3 energy_ha=-9229.561671 smiles="CCOCCOCCOC[C@](O[C@H]([C@@H](O[C@@H](CCC(F)(F)F)P(C)C)[PH2]=S)C(F)(F)C(F)F)([C@H](C)F)[C@H](Br)[C@@H](C)Br.COCCOCCOC.COCCOCCOC" mol_weight_g_mol=1070.7
Br 5.594610 -0.673175 1.133059 -0.985 0.382 0.319 -0.102
Br 1.187136 -1.360083 2.344514 0.592 0.676 -0.736 -0.087
S -2.549020 2.087526 4.368407 0.414 -0.117 -0.130 -0.390
P -1.109591 1.104822 3.432758 -1.640 0.390 0.701 0.561
P 2.981931 2.148664 6.126326 0.571 0.633 -0.842 0.532
F 3.975324 2.609942 0.905853 -0.896 -0.952 -0.399 -0.391
F -0.346237 2.991879 9.194764 -0.882 -2.494 0.063 -0.259
F -0.430119 5.676311 2.126822 0.048 -2.076 0.404 -0.336
F -2.107767 1.572207 9.645350 2.390 0.690 -0.664 -0.273
F 1.873018 4.652309 3.451136 -1.566 -1.487 -1.503 -0.306
F -0.008510 0.831557 9.791943 -1.041 1.501 -1.166 -0.278
F -1.116200 3.628657 1.487679 1.381 0.627 1.552 -0.225
F 1.667996 4.404069 1.236234 -0.619 -1.234 1.849 -0.352
O 0.479771 2.662740 4.959623 0.820 -1.158 -0.252 -0.272
O 4.730003 2.936727 -6.598750 0.030 -0.080 -0.220 -0.183
O -5.690256 -1.823004 0.689170 0.265 -0.097 -0.073 -0.328
O -1.681612 -4.756764 -4.633211 0.589 0.656 1.235 -0.405
O -7.500769 -4.671792 0.434002 -0.091 0.036 -0.222 -0.247
O 1.853735 1.346533 -5.801438 -0.131 0.177 0.115 -0.248
O -5.509487 -3.726685 -1.746396 -0.090 0.052 0.239 -0.415
O 2.101522 3.274403 -8.210262 0.143 -0.148 0.222 -0.476
O -1.871659 -1.272915 -3.214450 0.542 -1.343 1.083 -0.340
O -0.190321 0.106716 -0.226226 0.638 0.334 -0.880 0.467
O 0.995752 1.669118 1.453686 1.760 0.103 0.371 -0.339
C 0.399724 0.907343 6.814776 -1.225 0.372 0.563 -0.433
C 3.970973 -1.175642 3.441717 1.807 0.601 -0.168 -1.482
C -0.829168 1.675197 9.051532 -1.095 -0.359 -0.104 0.825
C 3.589556 3.367611 7.471385 -0.773 -0.931 1.067 -1.098
C -0.999620 1.285205 7.534419 0.840 0.656 -0.439 -0.802
C 0.634493 1.721072 3.895804 1.058 -0.186 -0.476 -0.921
C 1.151350 0.460415 -0.592485 -0.143 2.104 -0.486 -1.643
C 3.627840 0.474935 6.713762 0.586 -0.398 -0.211 -1.163
C 1.334257 1.207278 -7.120011 0.500 -0.054 0.202 -0.575
C -1.271658 -5.551615 -3.505291 0.657 -1.168 0.362 0.020
C 0.857784 1.162276 -4.815129 0.257 0.058 -0.212 -0.183
C 2.269532 1.859589 -8.128414 -0.343 0.111 -0.099 -0.458
C 6.079575 2.774225 -6.987718 -0.226 0.029 0.165 -0.807
C 3.085224 1.957803 0.012197 -0.030 0.408 -1.511 -0.001
C 1.070921 2.228127 6.195114 -0.116 -0.496 2.581 -0.339
C 2.601391 -0.329356 1.345983 1.356 0.304 -0.893 -0.828
C -0.832688 -1.179527 -2.226308 0.094 1.227 0.808 -0.171
C 2.634625 4.027010 -7.121445 0.075 0.137 -0.306 -0.291
C 1.168957 3.912614 2.474286 0.244 0.508 -0.873 0.928
C -6.562180 -5.431701 -0.318889 -0.002 0.350 0.446 -0.743
C -1.403574 -3.358070 -4.440007 -0.166 0.814 -0.047 -0.311
C -1.077001 0.155390 -1.362200 -0.250 -0.836 -0.825 -0.548
C 2.005512 1.007178 0.684145 -0.762 -1.752 -1.395 1.026
C -5.329735 -4.594563 -0.628286 -0.073 -0.148 -0.279 -0.254
C 3.949055 -0.167746 2.177530 -0.571 -1.283 2.188 0.074
C 4.153366 4.118163 -7.146016 -0.095 -0.324 0.442 -0.605
C 3.923854 1.259301 -1.175021 -1.248 -0.127 -0.054 -1.033
C -8.802112 -5.220999 0.371634 0.231 0.096 0.109 -0.787
C 1.437764 2.329389 2.627369 -0.124 1.367 1.387 0.249
C 0.315709 -5.647173 -3.317781 -0.817 -0.115 0.257 -0.960
C -6.331036 -2.581102 -1.517559 0.309 0.115 -0.179 -0.611
C -5.633993 -1.504974 -0.697280 -0.436 -0.209 0.387 -0.031
C -0.382558 4.292137 2.471895 0.005 2.289 0.138 0.307
C -4.712989 -1.120843 1.432307 -0.227 -0.184 -0.044 -0.699
C -2.336985 -2.644076 -3.364996 -0.565 0.079 -1.334 -0.003
H 3.843670 -2.256032 3.136587 -0.186 1.343 0.372 0.329
H -1.630474 -6.616142 -3.716919 0.336 1.520 0.177 0.356
H 2.528799 2.237206 2.896230 -1.025 0.032 -0.622 -0.228
H -1.230482 -0.257204 3.866868 0.592 0.456 -0.663 0.142
H 4.040172 0.514085 7.766161 -0.804 -0.247 -0.993 0.409
H 4.494306 4.264182 -8.177479 -0.052 0.041 -0.015 0.354
H -1.763064 -5.238579 -2.527733 0.530 -0.128 -1.213 0.027
H 1.032910 0.408574 7.607967 -0.401 0.675 -1.093 0.689
H 1.062119 1.381117 -1.276295 0.147 -1.177 0.704 0.373
H 3.338308 1.458822 -2.137818 0.940 -0.162 1.213 0.121
H 0.740396 -6.149067 -4.236814 -0.261 0.769 1.040 0.265
H 2.234904 5.036613 -7.247360 0.036 -0.046 -0.097 0.398
H 0.082915 1.931038 -4.910431 -0.138 -0.114 0.029 0.361
H 0.141433 0.120872 6.043572 0.534 0.912 0.666 0.112
H -4.981838 -4.043665 0.247247 -0.238 0.007 0.096 0.226
H 0.791082 -4.631696 -3.113816 -0.534 -1.426 -0.365 0.226
H -2.150643 0.217266 -0.994543 1.396 -0.318 -0.277 0.155
H -9.461443 -4.608277 0.985417 0.109 0.013 0.017 0.235
H -1.595711 -2.845391 -5.434813 0.206 -0.712 1.182 0.212
H -2.406916 -3.186856 -2.375971 0.144 0.675 -1.034 0.185
H -4.525070 -5.275439 -0.919440 -0.070 -0.004 -0.094 0.324
H -0.838754 -2.041335 -1.477605 -0.022 0.924 -1.082 0.381
H 1.710857 -0.315901 -1.192013 -0.627 0.519 0.937 0.203
H -6.531255 -2.168165 -2.510241 0.107 -0.040 0.018 0.437
H -4.850137 -0.040464 1.331626 0.125 0.080 0.029 0.379
H 6.152979 2.659758 -8.073489 0.104 0.089 -0.061 0.329
H -3.380373 -2.551105 -3.817576 1.315 -0.280 0.783 0.160
H -4.590718 -1.413430 -1.024102 -0.001 -0.001 -0.084 -0.124
H 4.516490 0.221996 6.038328 -1.199 0.443 0.910 0.256
H -4.819438 -1.397652 2.481716 -0.084 0.032 -0.086 0.322
H -1.397926 2.210205 7.004519 0.241 -1.244 0.767 0.223
H -7.293619 -2.862045 -1.087390 0.096 0.053 0.221 0.236
H 6.464393 1.869790 -6.517559 -0.089 0.038 0.040 0.230
H 5.038209 -1.095852 3.851250 -1.451 -0.124 -0.450 0.525
H 0.203974 -1.085605 -2.704570 -1.345 -0.354 0.494 -0.022
H 4.154146 0.850557 2.608664 -0.336 -0.933 -0.930 0.424
H 2.265075 3.653596 -6.165010 0.212 -0.115 0.033 0.095
H -3.708160 -1.408606 1.100223 0.091 0.143 -0.027 0.209
H 0.341770 1.668163 -7.188148 0.016 -0.002 -0.064 0.359
H 2.853322 -1.017965 0.470171 -0.432 0.888 1.381 0.808
H 4.679751 3.626224 7.328520 -1.351 -0.267 0.046 0.351
H 2.490889 2.783719 -0.509439 0.705 -0.935 1.129 0.641
H 3.952530 0.125979 -1.075797 0.412 1.591 -0.013 0.245
H 4.943945 1.730794 -1.261746 -1.145 -0.670 0.238 0.346
H -6.276226 -6.301779 0.284584 0.089 -0.145 -0.138 0.437
H -9.173396 -5.207594 -0.657663 -0.056 -0.132 -0.044 0.332
H -0.317761 -3.142081 -4.176356 -1.178 -0.469 -0.239 0.178
H -7.015953 -5.774735 -1.255930 0.067 -0.014 -0.035 0.350
H 0.414137 0.165197 -4.894386 -0.181 -0.012 0.052 0.333
H 3.312336 1.593258 -7.948405 -0.054 -0.027 0.240 0.195
H 1.267397 0.825819 4.226638 -1.009 1.090 -0.431 0.207
H -0.857020 4.234630 3.502864 0.432 -0.470 -1.434 0.113
H 0.499702 -6.322018 -2.416951 -0.129 0.892 -1.152 0.354
H 4.482812 4.965417 -6.532553 -0.033 0.175 -0.120 0.416
H 3.449963 2.806782 8.461767 0.422 0.926 -1.132 0.325
H -1.756309 0.459701 7.399800 0.858 0.929 0.532 0.290
H -6.145377 -0.545588 -0.838753 0.083 0.091 -0.207 0.451
H 1.253140 0.134977 -7.333796 -0.149 -0.026 -0.166 0.410
H 1.326324 1.267636 -3.834636 0.063 -0.028 -0.077 -0.339
H 3.295401 -0.838480 4.279474 0.445 -0.513 -1.189 0.218
H 2.931166 4.285817 7.544932 0.902 -0.983 -0.411 0.329
H 6.682376 3.627365 -6.658808 0.088 0.010 -0.094 0.315
H -0.911752 1.063729 -2.025373 0.029 -0.881 0.872 0.261
H -8.808779 -6.245153 0.759609 -0.089 -0.057 -0.071 0.317
H -1.407161 1.211470 2.043824 0.828 -0.578 0.448 -0.025
H 0.843329 3.053308 6.955945 0.210 -0.949 -1.265 0.507
H 2.874684 -0.357709 6.542255 0.856 1.022 0.520 0.374
H 2.008229 1.481316 -9.120644 -0.068 0.080 0.048 0.409